Entry 1:
# C10H10N6OS

One molecule with the formula C10H10N6OS (ωB97M-V/def2-TZVPD, the Open Molecules 2025 dataset).

```
28
Properties=species:S:1:pos:R:3
N -0.271 2.477 0.078
H -3.056 -2.650 -0.611
H -2.672 -0.280 0.678
C -0.760 -1.075 1.322
H -1.493 4.009 -1.548
H -1.064 -4.236 -0.457
N 3.296 0.710 1.031
N 0.919 0.732 1.388
C 0.234 3.460 -0.721
C -2.001 -1.134 0.680
S 0.151 -2.537 1.040
O 4.345 2.269 -0.310
H -0.128 -0.004 3.100
H 1.831 -1.437 2.387
H 4.987 1.728 0.138
C 3.182 1.813 0.194
C -1.117 -3.238 0.011
N 1.531 3.527 -0.834
C 2.220 0.298 1.618
N -0.547 4.319 -1.427
H -1.067 0.940 2.027
H -0.019 4.800 -2.143
C 0.785 1.813 0.532
H 3.502 -0.998 2.305
C -2.177 -2.384 -0.054
C 1.959 2.434 -0.086
C -0.294 0.180 2.028
N 2.539 -0.718 2.448
```

Lowest unoccupied orbital energy   0.486 eV
SMILES   Nc1nc2c(O)nc(N)n(Cc3cccs3)c-2n1
Orbital gap   7.84 eV
Relative energy (zero: lowest compared OMol25 entry of this formula, charge and spin)   5.01 kcal per mole
E_HOMO   -7.4 eV


Entry 2:
# C10H10OS

One molecule with the formula C10H10OS (ωB97M-V/def2-TZVPD, the Open Molecules 2025 dataset).

```
22
Properties=species:S:1:pos:R:3
H -2.141 0.251 -2.182
S -4.093 -0.236 -0.722
O 2.796 -2.104 -0.430
H -0.272 1.677 0.374
H 0.412 1.672 -1.168
H -4.251 -0.904 1.570
H 2.009 0.969 1.410
C 0.460 1.287 -0.131
H 0.273 -2.165 -0.105
C 0.700 -1.209 -0.168
C 1.902 1.338 0.442
C 2.761 0.316 -0.404
H -1.927 -0.923 2.272
C -2.401 0.024 -1.133
H 3.877 0.222 0.289
C -3.658 -0.710 0.876
C -2.274 -0.669 1.033
C -1.590 -0.227 -0.098
H 2.907 0.509 -1.508
H 2.449 2.180 0.280
C 2.136 -1.171 -0.336
C -0.076 -0.128 -0.161
```

Lowest unoccupied orbital energy   0.663 eV
SMILES   O=C1C=C(c2ccsc2)CCC1
Orbital gap   9.82 eV
Relative energy (zero: lowest compared OMol25 entry of this formula, charge and spin)   33.13 kcal per mole
E_HOMO   -9.2 eV


Q: Which of these has the lowest orbital gap?
A: C10H10N6OS


Q: Look up the relative energy (zero: lowest compared OMol25 entry of this formula, charge and spin) of the second one.
A: 33.13 kcal per mole


Q: Look up the E_HOMO of the second one.
A: -9.2 eV


Q: Among the records above, which one has the lowest orbital gap?
A: C10H10N6OS